The following is a DFT calculation (the ωB97M-V functional and the def2-TZVPD basis) of a 10-piece molecular cluster, H20O10 overall at a distorted geometry.

Summary:
LUMO energy (eV): -0.263
SMILES string: O.O.O.O.O.O.O.O.O.O
Charge: 0
HOMO-LUMO gap (eV): 10.16
HOMO (Eh): -0.383

```
30
Properties=species:S:1:pos:R:3:forces:R:3
O -0.0130 0.6015 -0.7803 0.46 0.16 -0.02
H 0.5765 0.5660 -1.5421 -0.10 -0.07 0.06
H 0.3349 -0.0703 -0.1831 -0.12 -0.19 -0.12
O -0.6533 -2.6757 2.9832 0.04 -0.16 -0.21
H -1.4755 -2.7943 2.4944 0.01 0.06 0.11
H -0.2671 -3.5584 3.0100 -0.03 0.05 0.08
O 3.2898 0.7277 -4.1718 -0.16 0.04 0.15
H 3.3550 0.1630 -3.3934 0.02 -0.03 -0.12
H 2.8081 1.5021 -3.8600 0.06 0.05 -0.04
O 2.8460 -2.6990 -0.2229 2.71 0.22 0.28
H 3.5488 -2.0425 -0.1590 0.19 -0.06 0.00
H 3.1789 -3.4489 0.2829 0.18 -0.12 -0.15
O 2.5388 2.0299 2.9275 0.05 -0.18 -0.11
H 2.6498 1.1309 3.2566 -0.05 0.10 0.05
H 2.6231 1.9418 1.9714 -0.06 0.09 0.06
O -0.1052 1.6089 -5.1556 0.14 -0.11 0.11
H 0.7733 1.2770 -5.3726 -0.02 -0.03 -0.07
H -0.5309 0.8696 -4.7070 -0.05 0.08 -0.02
O -3.7190 0.4920 2.2003 -2.12 -1.62 -0.99
H -4.4099 0.6609 1.5499 -0.49 -0.23 0.23
H -3.2561 -0.2800 1.8557 0.06 -0.06 0.24
O -2.8131 1.0572 -0.5226 -0.46 0.02 -0.22
H -2.7269 2.0122 -0.4250 0.14 -0.15 0.05
H -3.2590 0.7782 0.2851 0.42 0.34 -0.13
O 0.7164 -2.6968 -0.3200 -2.49 -0.20 0.47
H 1.2667 -2.6361 0.4689 -0.26 0.12 -0.34
H -0.1472 -2.9615 0.0162 -0.27 0.15 -0.20
O -2.2253 1.8324 2.8573 2.01 1.57 0.67
H -2.6420 2.5818 3.2973 0.00 -0.06 0.05
H -1.2971 2.0843 2.7936 0.18 0.20 0.13
```
Forces are in eV/Å.

=====

The following is a DFT calculation (the ωB97M-V functional and the def2-TZVPD basis) of C24H32AsIN4O2PtSi2 as an isolated structure.

Summary:
LUMO energy (alpha / beta) (eV): 0.376 / -1.762
Spin multiplicity: 3
Charge: 0
HOMO-LUMO gap (alpha / beta) (eV): 6.01 / 5.94
<S²>: 2.023
HOMO (alpha / beta) (Eh): -0.207 / -0.283

```
67
Properties=species:S:1:pos:R:3:forces:R:3
Pt -0.6172 -0.2487 1.0722 -0.04 0.04 -0.04
O 2.1168 4.0431 2.8915 0.01 0.01 -0.02
C 2.2573 4.1397 1.5577 0.01 0.01 0.04
C 3.0293 5.1943 1.0692 -0.01 0.00 -0.01
C 3.2251 5.3511 -0.2882 0.00 0.00 0.00
C 2.6562 4.4577 -1.1923 0.00 0.00 0.00
C 1.8893 3.4143 -0.7138 0.01 0.00 0.00
C 1.6718 3.2343 0.6545 -0.02 -0.03 0.01
C 0.8581 2.0904 1.1074 -0.01 0.06 -0.02
O 0.3390 1.3193 0.1824 0.00 -0.05 -0.03
N 0.7209 1.8869 2.3960 -0.02 -0.06 -0.02
N -0.0268 0.7682 2.6304 0.03 -0.03 0.02
C -0.2521 0.2120 3.8126 0.01 0.02 0.02
C -0.9582 -1.0046 3.7746 0.00 -0.01 -0.01
C -1.3318 -1.7470 4.9177 0.00 0.00 0.00
C -1.9935 -2.9324 4.7848 0.00 0.00 -0.02
C -2.2984 -3.4167 3.4931 0.00 0.00 0.01
C -1.9245 -2.6682 2.4097 -0.01 -0.02 -0.02
N -1.2850 -1.4920 2.5113 0.01 0.03 0.07
H 1.5653 3.2466 3.0769 -0.01 0.00 -0.01
H 3.4648 5.8781 1.7856 0.00 0.00 0.00
H 3.8277 6.1763 -0.6466 0.00 0.00 0.00
H 2.8109 4.5785 -2.2561 0.00 0.00 0.00
H 1.4385 2.7048 -1.3939 -0.01 -0.01 -0.01
H 0.1007 0.6696 4.7270 -0.01 0.00 0.00
H -1.0758 -1.3539 5.8926 0.00 0.00 0.00
H -2.2761 -3.5001 5.6613 0.00 0.00 0.00
H -2.8068 -4.3577 3.3448 0.00 0.00 0.00
H -2.1235 -3.0033 1.4006 -0.01 0.01 -0.01
I 1.4250 -3.9093 0.4433 0.00 0.01 0.00
C 2.7814 -2.3012 0.5325 -0.11 0.00 0.07
C 3.9452 -2.3706 -0.2221 -0.03 -0.05 0.02
C 4.7915 -1.2786 -0.1800 0.08 -0.02 -0.04
C 4.4481 -0.1901 0.6049 -0.03 0.08 0.06
C 3.2682 -0.2424 1.3268 -0.11 -0.01 0.03
N 2.4326 -1.2880 1.2933 0.27 -0.02 -0.07
H 4.1657 -3.2409 -0.8228 0.00 0.00 0.01
H 5.7072 -1.2792 -0.7574 0.00 0.00 0.00
H 5.0777 0.6870 0.6624 0.00 0.00 0.00
H 2.9610 0.5868 1.9537 0.00 -0.01 0.02
C -0.6423 1.1115 -3.2580 -0.03 -0.03 0.01
Si -0.0883 -0.6238 -2.8332 0.03 0.00 -0.04
C -0.3928 -1.8236 -4.2356 -0.02 0.01 0.00
C 1.6938 -0.6628 -2.2970 -0.03 0.01 -0.01
As -1.3895 -1.2401 -0.9631 0.02 0.01 -0.03
Si -3.6895 -0.9903 -1.4234 -0.01 -0.01 0.01
C -4.0701 0.8165 -1.1388 0.07 0.00 0.02
C -4.6249 -2.0599 -0.2116 0.00 0.00 0.02
C -4.0525 -1.4928 -3.1878 0.00 0.03 -0.01
H -0.0051 1.5470 -4.0321 0.01 -0.02 0.00
H -0.5844 1.7400 -2.3669 0.00 0.02 0.00
H -1.6715 1.1213 -3.6233 0.00 0.02 0.00
H 0.2009 -1.5401 -5.1085 0.00 0.01 0.00
H -1.4415 -1.8437 -4.5349 0.01 0.00 0.00
H -0.1034 -2.8362 -3.9482 0.01 0.00 0.01
H 2.3334 -0.2580 -3.0864 0.00 -0.01 -0.01
H 2.0152 -1.6843 -2.0871 -0.02 0.03 -0.03
H 1.8323 -0.0609 -1.3965 0.00 0.00 0.02
H -3.8382 1.0890 -0.1075 -0.02 0.00 0.00
H -5.1263 1.0232 -1.3283 -0.01 0.00 0.01
H -3.4719 1.4585 -1.7876 -0.01 0.00 -0.02
H -4.3967 -1.7687 0.8156 0.01 0.00 0.01
H -4.3791 -3.1170 -0.3291 0.00 0.00 -0.01
H -5.7017 -1.9453 -0.3607 0.00 0.00 -0.01
H -3.5638 -0.8202 -3.8955 0.00 -0.01 0.00
H -5.1286 -1.4434 -3.3729 0.00 0.00 0.00
H -3.7192 -2.5101 -3.3991 -0.01 0.00 0.01
```
Forces are in eV/Å.

=====

The following is a DFT calculation (the ωB97M-V functional and the def2-TZVPD basis) of one molecule with the formula C4H7NO at a distorted geometry.

Summary:
LUMO energy (eV): 0.890
SMILES string: CCOCC#N
Charge: 0
HOMO-LUMO gap (eV): 11.71
HOMO (Eh): -0.398

```
13
Properties=species:S:1:pos:R:3:forces:R:3
C -1.8111 -0.7293 -0.0847 -0.06 0.01 -0.03
C -0.6512 0.1201 -0.5690 -0.28 -0.36 -0.13
O 0.1447 0.4826 0.5482 -0.20 0.17 0.15
C 1.4319 0.8878 0.2011 0.11 0.22 -0.02
C 2.2676 -0.2854 -0.1393 0.73 -0.92 -0.10
N 2.8810 -1.2401 -0.3646 -0.62 1.02 0.16
H -2.4677 -0.2069 0.6194 0.13 0.03 -0.22
H -2.3876 -1.0590 -0.9578 -0.01 0.08 0.25
H -1.4184 -1.6153 0.4207 -0.05 0.07 -0.07
H -0.9862 1.0270 -1.1048 0.12 -0.26 0.15
H -0.0664 -0.5127 -1.2508 0.08 0.25 -0.06
H 1.8533 1.4134 1.0645 0.05 -0.21 -0.16
H 1.4398 1.5851 -0.6500 -0.02 -0.10 0.09
```
Forces are in eV/Å.

=====

Ordered energy results: -764.2805 -4535.0807 -286.5746; unit Eh.
Ordered energy above the lowest of the compared OMol25 structures with the same formula, charge and spin results: 126.4 0.0 35.8; unit kcal per mole.